Below is a structure of composition C39H39FN7O6Ru in a non-equilibrium geometry, with properties calculated with the ωB97M-V functional and the def2-TZVPD basis.

calculated total energy	-69068.987	eV
energy relative to the best compared isomer or geometry (same formula, charge and spin)	0.366	eV
LUMO (alpha / beta)	-7.9 / -10.2	eV
frontier orbital gap (alpha / beta)	6.6 / 4.3	eV
E_HOMO (alpha / beta)	-14.52 / -14.51	eV
molecular weight	821.85	g mol⁻¹

The geometry in ORCA input format:
```
! wB97M-V def2-TZVPD RIJCOSX def2/J DEFGRID3
* xyz 3 5
Ru 1.243 -1.636 -1.490
C 4.720 2.613 3.881
C 4.679 3.119 2.442
N 3.672 2.397 1.642
C 4.081 1.389 0.874
C 3.246 0.571 0.150
C 3.926 -0.533 -0.638
O 5.108 -0.471 -0.843
O 3.150 -1.513 -1.045
C 1.855 0.783 0.189
O 0.962 0.110 -0.460
C 1.414 1.888 1.004
C 0.049 2.201 1.090
C -0.386 3.241 1.849
F -1.715 3.437 1.903
C 0.495 4.082 2.586
C 1.846 3.750 2.498
C 2.322 2.684 1.727
N 0.056 5.158 3.330
C -1.341 5.624 3.317
C -1.491 6.940 4.073
N -0.407 7.889 3.666
C 0.973 7.336 3.957
C 0.881 5.851 4.304
H 5.457 3.180 4.448
H 5.016 1.564 3.902
H 3.752 2.705 4.372
H 5.644 2.958 1.968
H 4.476 4.187 2.394
H 5.146 1.207 0.813
H -0.674 1.603 0.553
H 2.566 4.340 3.039
H -2.019 4.905 3.780
H -1.667 5.770 2.287
H -1.441 6.810 5.151
H -2.460 7.375 3.836
H -0.535 8.785 4.136
H -0.498 8.072 2.666
H 1.414 7.887 4.785
H 1.587 7.480 3.071
H 0.464 5.716 5.306
H 1.888 5.452 4.343
C 3.665 -1.631 -5.352
C 2.584 -2.133 -4.444
O 2.040 -1.387 -3.609
N 2.213 -3.409 -4.606
C 1.094 -4.000 -3.891
C 1.488 -4.553 -2.540
C 1.859 -5.876 -2.376
C 2.194 -6.344 -1.114
C 2.142 -5.477 -0.031
C 1.777 -4.170 -0.257
N 1.466 -3.721 -1.487
H 3.860 -0.583 -5.151
H 3.359 -1.747 -6.392
H 4.580 -2.204 -5.193
H 2.711 -3.974 -5.275
H 0.674 -4.793 -4.504
H 0.339 -3.226 -3.754
H 1.873 -6.534 -3.234
H 2.482 -7.378 -0.975
H 2.380 -5.807 0.970
H 1.715 -3.461 0.560
O -0.753 -0.139 -3.412
C -1.339 -0.939 -2.724
N -2.650 -1.261 -2.650
C -2.979 -2.180 -1.553
C -1.560 -2.467 -1.006
O -1.231 -3.190 -0.097
N -0.668 -1.759 -1.782
C -3.564 -3.505 -2.020
C -3.746 -3.791 -3.369
C -4.281 -5.012 -3.752
C -4.619 -5.957 -2.794
C -4.444 -5.672 -1.445
C -3.917 -4.453 -1.057
C -3.869 -1.486 -0.527
C -3.374 -0.954 0.657
C -4.223 -0.279 1.522
C -5.563 -0.122 1.203
C -6.057 -0.640 0.014
C -5.216 -1.327 -0.846
H -3.350 -0.692 -3.100
H -3.486 -3.052 -4.117
H -4.444 -5.225 -4.800
H -5.019 -6.915 -3.099
H -4.722 -6.402 -0.697
H -3.770 -4.228 -0.009
H -2.332 -1.090 0.924
H -3.840 0.116 2.455
H -6.228 0.385 1.889
H -7.101 -0.518 -0.243
H -5.603 -1.746 -1.767
*
```


Below is the molecule C17H23FN2O2, with properties calculated with the ωB97M-V functional and the def2-TZVPD basis.

calculated total energy	-27796.451	eV
structure (SMILES)	CN(Cc1ccc(F)cc1)C(=O)CNC(=O)C1CCCCC1
energy relative to the best compared isomer or geometry (same formula, charge and spin)	0.140	eV
LUMO	0.7	eV
frontier orbital gap	9.7	eV
E_HOMO	-9.07	eV
molecular weight	306.38	g mol⁻¹

The geometry in ORCA input format:
```
! wB97M-V def2-TZVPD RIJCOSX def2/J DEFGRID3
* xyz 0 1
C -1.645 -1.808 -1.690
N -2.047 -2.117 -0.337
C -3.457 -1.888 -0.050
C -3.751 -0.416 0.069
C -3.146 0.316 1.085
C -3.369 1.675 1.205
C -4.208 2.292 0.295
F -4.432 3.619 0.406
C -4.824 1.591 -0.724
C -4.585 0.231 -0.832
C -1.266 -2.604 0.643
O -1.685 -2.814 1.770
C 0.213 -2.860 0.329
N 0.992 -1.682 0.649
C 1.548 -0.883 -0.287
O 1.445 -1.112 -1.478
C 2.345 0.282 0.274
C 2.257 1.484 -0.667
C 3.128 2.631 -0.167
C 4.578 2.180 -0.020
C 4.668 0.990 0.930
C 3.806 -0.162 0.423
H -1.872 -2.644 -2.359
H -0.586 -1.572 -1.762
H -2.204 -0.934 -2.025
H -4.056 -2.340 -0.846
H -3.673 -2.390 0.897
H -2.504 -0.192 1.788
H -2.909 2.255 1.990
H -5.473 2.105 -1.415
H -5.061 -0.329 -1.624
H 0.392 -3.113 -0.714
H 0.536 -3.685 0.971
H 1.045 -1.434 1.624
H 1.951 0.558 1.259
H 2.583 1.170 -1.660
H 1.217 1.809 -0.747
H 3.066 3.468 -0.864
H 2.755 2.975 0.802
H 4.968 1.892 -0.998
H 5.188 3.004 0.356
H 5.705 0.660 1.018
H 4.327 1.291 1.923
H 4.171 -0.493 -0.551
H 3.868 -1.009 1.112
*
```


Below is a structure of composition C10H24AlBr2Cl4F2LiMgNO5 in a non-equilibrium geometry, with properties calculated with the ωB97M-V functional and the def2-TZVPD basis.

calculated total energy	-230305.493	eV
LUMO	-12.5	eV
frontier orbital gap	2.2	eV
E_HOMO	-14.64	eV
molecular weight	636.15	g mol⁻¹

The geometry in ORCA input format:
```
! wB97M-V def2-TZVPD RIJCOSX def2/J DEFGRID3
* xyz 3 1
C -2.546 -0.011 1.811
C -2.293 -0.954 3.040
C -1.556 -2.249 2.615
C -2.196 -2.869 1.342
N -1.363 -3.775 0.539
C -0.286 -3.091 -0.120
Cl 1.339 -3.547 0.358
O -0.362 -1.625 -0.087
C -0.836 -1.114 -1.149
O -1.918 -1.493 -1.568
Br 0.220 0.288 -2.005
H -3.642 0.049 1.649
H -2.080 -0.387 0.882
H -2.209 1.026 1.951
H -3.224 -1.222 3.569
H -1.683 -0.398 3.783
H -0.458 -2.097 2.512
H -1.651 -2.990 3.439
H -2.650 -2.110 0.674
H -3.052 -3.483 1.699
H -1.017 -4.571 1.073
H -0.326 -3.395 -1.203
F 3.014 -3.081 -1.399
O -1.272 2.685 0.505
H -0.831 3.552 0.592
H -0.684 2.021 0.116
H -2.155 2.718 -0.034
Li 0.929 -1.891 -2.516
F -2.755 1.365 -0.515
Mg -3.538 -1.678 -2.526
C 3.465 2.114 1.721
C 2.771 3.493 1.714
C 2.204 3.703 3.143
O 1.721 3.540 0.812
H 2.779 1.301 1.970
H 3.915 1.888 0.750
H 4.281 2.088 2.473
H 3.581 4.209 1.580
H 1.475 2.933 3.406
H 1.724 4.667 3.258
H 3.009 3.658 3.889
O 1.297 -3.586 -5.454
H 1.441 -4.539 -5.404
H 0.793 -3.467 -6.268
C -0.359 0.728 -6.155
Cl -0.604 -0.081 -4.569
Cl 1.088 1.720 -6.098
Cl -0.261 -0.459 -7.448
H -1.213 1.371 -6.340
Br 2.186 5.698 1.116
Al 5.788 3.350 2.876
*
```


Below is the ion C5H13S with charge +1, with properties calculated with the ωB97M-V functional and the def2-TZVPD basis.

calculated total energy	-16223.674	eV
energy relative to the best compared isomer or geometry (same formula, charge and spin)	0.000	eV
LUMO	-3.7	eV
frontier orbital gap	11.9	eV
E_HOMO	-15.65	eV
molecular weight	105.23	g mol⁻¹

The geometry in ORCA input format:
```
! wB97M-V def2-TZVPD RIJCOSX def2/J DEFGRID3
* xyz 1 1
C 2.654 -0.710 0.113
C 1.443 0.216 0.149
C 0.147 -0.531 -0.158
C -1.132 0.202 0.223
C -2.405 -0.573 -0.066
S -1.196 1.754 -0.809
H 3.572 -0.166 0.329
H 2.763 -1.173 -0.869
H 2.551 -1.506 0.852
H 1.599 1.020 -0.580
H 1.372 0.686 1.136
H 0.102 -0.819 -1.214
H 0.119 -1.472 0.401
H -1.092 0.553 1.253
H -2.414 -1.447 0.585
H -2.434 -0.922 -1.099
H -3.310 -0.002 0.143
H -0.189 2.445 -0.240
H -2.148 2.445 -0.149
*
```


Below is a cluster of 3 separate species, C2H10NO3 in total in a non-equilibrium geometry, with properties calculated with the ωB97M-V functional and the def2-TZVPD basis.

calculated total energy	-9868.526	eV
energy relative to the best compared isomer or geometry (same formula, charge and spin)	1.245	eV
LUMO	4.2	eV
frontier orbital gap	8.3	eV
E_HOMO	-4.06	eV
molecular weight	96.11	g mol⁻¹

The geometry in ORCA input format:
```
! wB97M-V def2-TZVPD RIJCOSX def2/J DEFGRID3
* xyz -1 1
C 0.776 0.631 -2.088
N 1.110 -0.668 -1.388
C 1.004 -0.542 0.119
O -0.159 -0.380 0.819
H 0.314 0.244 -3.072
H 1.743 1.193 -2.021
H 0.023 1.316 -1.569
H 0.238 -1.156 -1.560
H 1.649 0.230 0.346
H 1.382 -1.552 0.489
H -2.735 1.245 0.421
H -1.352 0.301 0.316
O -2.053 0.912 -0.207
H -0.456 -0.233 2.357
H -1.059 -1.136 3.622
O -0.425 -0.403 3.417
*
```


Below is the ion C4H7FN3O2S with charge +1 in a non-equilibrium geometry, with properties calculated with the ωB97M-V functional and the def2-TZVPD basis.

calculated total energy	-26367.387	eV
structure (SMILES)	CS(=O)(=O)C1=[NH+]C[C@H](F)N=N1
energy relative to the best compared isomer or geometry (same formula, charge and spin)	0.000	eV
LUMO (alpha / beta)	-6.9 / -6.9	eV
frontier orbital gap (alpha / beta)	8.2 / 8.2	eV
E_HOMO (alpha / beta)	-15.03 / -15.03	eV
molecular weight	180.18	g mol⁻¹

The geometry in ORCA input format:
```
! wB97M-V def2-TZVPD RIJCOSX def2/J DEFGRID3
* xyz 1 1
C -2.553 0.417 -1.598
S -2.029 -0.079 0.009
O -2.555 -1.350 0.379
O -2.104 1.043 0.833
C -0.096 -0.324 0.011
N 0.459 0.355 1.050
C 1.840 0.337 1.262
C 2.585 -0.397 0.011
F 2.246 0.497 -1.028
N 1.807 -1.609 -0.078
N 0.606 -1.410 -0.232
H -2.228 1.347 -1.984
H -2.282 -0.379 -2.260
H -3.628 0.283 -1.764
H 0.079 1.069 1.601
H 2.008 -0.332 2.149
H 2.268 1.275 1.538
H 3.575 -0.744 0.099
*
```


Below is a structure of composition C40H35BF6O2 in a non-equilibrium geometry, with properties calculated with the ωB97M-V functional and the def2-TZVPD basis.

calculated total energy	-63125.413	eV
energy relative to the best compared isomer or geometry (same formula, charge and spin)	0.673	eV
LUMO	-0.9	eV
frontier orbital gap	6.4	eV
E_HOMO	-7.34	eV
molecular weight	672.52	g mol⁻¹

The geometry in ORCA input format:
```
! wB97M-V def2-TZVPD RIJCOSX def2/J DEFGRID3
* xyz 0 1
C 5.160 -2.092 1.862
C 4.062 -3.044 1.421
C 4.661 -4.053 0.494
C 3.168 -3.582 2.628
C 2.556 -4.953 2.339
C 3.870 -3.615 3.978
O 2.131 -2.558 2.679
B 2.447 -1.672 1.651
C 2.308 -0.156 1.899
C 1.353 0.444 2.732
C 1.286 1.825 2.877
C 0.111 2.558 3.476
F -0.569 3.255 2.508
F -0.828 1.747 4.048
F 0.474 3.452 4.441
C 2.275 2.631 2.319
C 3.203 2.025 1.486
C 4.254 2.862 0.830
F 4.673 3.874 1.646
F 5.352 2.113 0.498
F 3.799 3.443 -0.328
C 3.189 0.668 1.209
C -1.307 -1.423 4.962
C 0.084 -0.751 5.338
C 0.101 0.498 5.995
C 1.287 1.113 6.386
C 2.497 0.439 6.225
C 2.465 -0.884 5.788
C 1.282 -1.490 5.375
O 3.132 -2.270 0.616
H 5.965 -2.627 2.365
H 5.560 -1.624 0.961
H 4.827 -1.274 2.510
H 5.398 -4.642 1.044
H 3.896 -4.707 0.074
H 5.114 -3.480 -0.324
H 3.340 -5.731 2.386
H 1.774 -5.215 3.074
H 2.095 -4.970 1.340
H 4.717 -4.316 3.980
H 4.239 -2.624 4.263
H 3.201 -3.952 4.780
H 0.653 -0.173 3.280
H 2.286 3.704 2.499
H 3.865 0.240 0.475
H -1.902 -0.925 5.758
H -1.129 -2.468 5.278
H -0.865 0.948 6.236
H 1.249 2.079 6.894
H 3.419 0.892 6.586
H 3.349 -1.496 5.896
H 1.243 -2.554 5.132
C -0.680 -1.840 1.862
C -0.887 -3.264 1.549
C 0.022 -3.919 0.687
C -0.311 -5.063 -0.042
C -1.573 -5.645 0.124
C -2.482 -5.067 1.013
C -2.150 -3.897 1.704
C -1.573 -1.029 2.574
C -1.829 0.222 1.959
C -2.966 0.947 2.261
C -3.856 0.457 3.253
C -3.581 -0.699 3.953
C -2.297 -1.447 3.754
C -0.975 0.256 0.769
C -0.242 -0.991 0.683
C 0.441 -1.226 -0.510
C 0.483 -0.241 -1.516
C -0.221 0.970 -1.387
C -0.994 1.199 -0.240
H 1.006 -3.484 0.544
H 0.407 -5.487 -0.756
H -1.840 -6.545 -0.445
H -3.473 -5.505 1.148
H -2.947 -3.441 2.279
H -3.211 1.798 1.627
H -4.757 1.026 3.475
H -4.224 -1.112 4.733
H -2.604 -2.507 3.634
H 0.989 -2.149 -0.698
H 1.092 -0.433 -2.409
H -0.165 1.725 -2.180
H -1.595 2.105 -0.106
*
```


Below is a structure of composition C38H35BN9O3S2Ta, with properties calculated with the ωB97M-V functional and the def2-TZVPD basis.

calculated total energy	-83420.272	eV
energy relative to the best compared isomer or geometry (same formula, charge and spin)	0.562	eV
LUMO	-6.1	eV
frontier orbital gap	7.2	eV
E_HOMO	-13.23	eV
molecular weight	921.65	g mol⁻¹

The geometry in ORCA input format:
```
! wB97M-V def2-TZVPD RIJCOSX def2/J DEFGRID3
* xyz 2 1
Ta -0.191 -0.053 0.000
C -1.992 2.973 -3.317
C -2.874 2.189 -4.032
C -3.052 0.877 -3.623
C -2.336 0.391 -2.541
N -1.399 1.122 -1.908
C -1.276 2.395 -2.280
C -2.615 -0.942 -1.981
C -3.760 -1.645 -2.334
C -4.019 -2.869 -1.753
C -3.099 -3.382 -0.858
C -1.975 -2.636 -0.552
N -1.749 -1.418 -1.079
C -0.868 -3.190 0.246
C -0.890 -4.450 0.815
C 0.287 -4.984 1.316
C 1.454 -4.258 1.169
C 1.379 -2.981 0.645
N 0.234 -2.420 0.249
H -1.824 4.014 -3.554
H -3.423 2.582 -4.877
H -3.749 0.244 -4.150
H -0.553 2.984 -1.746
H -4.464 -1.222 -3.031
H -4.915 -3.420 -2.005
H -3.244 -4.356 -0.417
H -1.804 -5.023 0.845
H 0.294 -5.965 1.771
H 2.415 -4.651 1.468
H 2.273 -2.397 0.514
C -4.812 2.526 -0.286
O -4.434 1.144 -0.218
C -4.242 0.671 1.049
C -5.268 0.479 1.955
C -5.023 -0.068 3.216
C -3.749 -0.438 3.580
C -2.693 -0.266 2.673
C -1.344 -0.582 3.015
N -0.328 -0.529 2.210
N 0.872 -0.786 2.863
C 1.856 -0.588 2.060
O 1.636 -0.237 0.806
C 3.251 -0.782 2.478
C 4.267 -0.799 1.523
C 5.581 -0.981 1.924
C 5.885 -1.137 3.270
C 4.872 -1.120 4.222
C 3.556 -0.948 3.829
C -2.943 0.305 1.420
O -1.936 0.497 0.586
H -4.996 2.744 -1.334
H -4.004 3.157 0.090
H -5.720 2.716 0.287
H -6.277 0.749 1.669
H -5.845 -0.201 3.904
H -3.557 -0.864 4.557
H -1.122 -0.871 4.039
H 4.026 -0.668 0.475
H 6.370 -1.004 1.184
H 6.913 -1.275 3.578
H 5.112 -1.242 5.270
H 2.759 -0.931 4.561
C 3.098 2.441 2.160
N 3.240 2.283 0.719
C 4.437 2.294 0.042
C 4.137 2.319 -1.277
N 2.768 2.332 -1.413
B 2.058 2.742 -2.742
N 1.419 1.571 -3.601
C 1.071 1.863 -4.901
C 0.477 0.777 -5.442
N 0.455 -0.188 -4.461
C -0.040 -1.543 -4.639
C 1.038 0.318 -3.353
S 1.355 -0.597 -1.917
C 2.244 2.300 -0.181
S 0.553 2.292 0.218
H 3.984 2.040 2.645
H 2.219 1.908 2.510
H 2.990 3.498 2.403
H 5.379 2.304 0.560
H 4.779 2.366 -2.138
H 2.893 3.231 -3.446
H 1.181 3.520 -2.480
H 1.288 2.825 -5.331
H 0.084 0.598 -6.427
H -1.007 -1.509 -5.139
H -0.145 -2.009 -3.663
H 0.657 -2.126 -5.239
*
```


Repeat the eighth record exactly.
Below is a structure of composition C38H35BN9O3S2Ta, with properties calculated with the ωB97M-V functional and the def2-TZVPD basis.

calculated total energy	-83420.272	eV
energy relative to the best compared isomer or geometry (same formula, charge and spin)	0.562	eV
LUMO	-6.1	eV
frontier orbital gap	7.2	eV
E_HOMO	-13.23	eV
molecular weight	921.65	g mol⁻¹

The geometry in ORCA input format:
```
! wB97M-V def2-TZVPD RIJCOSX def2/J DEFGRID3
* xyz 2 1
Ta -0.191 -0.053 0.000
C -1.992 2.973 -3.317
C -2.874 2.189 -4.032
C -3.052 0.877 -3.623
C -2.336 0.391 -2.541
N -1.399 1.122 -1.908
C -1.276 2.395 -2.280
C -2.615 -0.942 -1.981
C -3.760 -1.645 -2.334
C -4.019 -2.869 -1.753
C -3.099 -3.382 -0.858
C -1.975 -2.636 -0.552
N -1.749 -1.418 -1.079
C -0.868 -3.190 0.246
C -0.890 -4.450 0.815
C 0.287 -4.984 1.316
C 1.454 -4.258 1.169
C 1.379 -2.981 0.645
N 0.234 -2.420 0.249
H -1.824 4.014 -3.554
H -3.423 2.582 -4.877
H -3.749 0.244 -4.150
H -0.553 2.984 -1.746
H -4.464 -1.222 -3.031
H -4.915 -3.420 -2.005
H -3.244 -4.356 -0.417
H -1.804 -5.023 0.845
H 0.294 -5.965 1.771
H 2.415 -4.651 1.468
H 2.273 -2.397 0.514
C -4.812 2.526 -0.286
O -4.434 1.144 -0.218
C -4.242 0.671 1.049
C -5.268 0.479 1.955
C -5.023 -0.068 3.216
C -3.749 -0.438 3.580
C -2.693 -0.266 2.673
C -1.344 -0.582 3.015
N -0.328 -0.529 2.210
N 0.872 -0.786 2.863
C 1.856 -0.588 2.060
O 1.636 -0.237 0.806
C 3.251 -0.782 2.478
C 4.267 -0.799 1.523
C 5.581 -0.981 1.924
C 5.885 -1.137 3.270
C 4.872 -1.120 4.222
C 3.556 -0.948 3.829
C -2.943 0.305 1.420
O -1.936 0.497 0.586
H -4.996 2.744 -1.334
H -4.004 3.157 0.090
H -5.720 2.716 0.287
H -6.277 0.749 1.669
H -5.845 -0.201 3.904
H -3.557 -0.864 4.557
H -1.122 -0.871 4.039
H 4.026 -0.668 0.475
H 6.370 -1.004 1.184
H 6.913 -1.275 3.578
H 5.112 -1.242 5.270
H 2.759 -0.931 4.561
C 3.098 2.441 2.160
N 3.240 2.283 0.719
C 4.437 2.294 0.042
C 4.137 2.319 -1.277
N 2.768 2.332 -1.413
B 2.058 2.742 -2.742
N 1.419 1.571 -3.601
C 1.071 1.863 -4.901
C 0.477 0.777 -5.442
N 0.455 -0.188 -4.461
C -0.040 -1.543 -4.639
C 1.038 0.318 -3.353
S 1.355 -0.597 -1.917
C 2.244 2.300 -0.181
S 0.553 2.292 0.218
H 3.984 2.040 2.645
H 2.219 1.908 2.510
H 2.990 3.498 2.403
H 5.379 2.304 0.560
H 4.779 2.366 -2.138
H 2.893 3.231 -3.446
H 1.181 3.520 -2.480
H 1.288 2.825 -5.331
H 0.084 0.598 -6.427
H -1.007 -1.509 -5.139
H -0.145 -2.009 -3.663
H 0.657 -2.126 -5.239
*
```


Question: Which value of calculated total energy does entry 5 give?
Answer: -9868.526 eV


Question: Among the records above, which one has the highest molecular weight?
Answer: C38H35BN9O3S2Ta